This record from the OMol25 dataset describes a structure of composition C26H17CoN2PS2Se. The level of theory is the ωB97M-V functional and the def2-TZVPD basis.

The geometry in XYZ format:
```
50
Properties=species:S:1:pos:R:3:forces:R:3
Co 0.516 0.104 1.794 -0.472 -0.802 0.375
S -1.829 -0.045 1.863 -0.102 -0.094 0.013
C -2.021 -1.490 2.812 -0.053 -0.100 0.025
C -3.275 -1.789 3.362 0.087 0.034 -0.052
C -3.520 -2.940 4.102 -0.280 0.056 0.019
C -4.843 -3.189 4.614 0.300 0.023 -0.082
N -5.906 -3.383 5.013 -0.037 0.012 0.007
C -2.468 -3.846 4.318 -0.084 -0.228 0.199
C -1.218 -3.563 3.790 0.132 -0.009 -0.036
C -0.949 -2.410 3.038 -0.085 0.013 -0.020
S 0.646 -2.167 2.402 -0.027 -0.020 -0.047
C -2.673 -5.051 5.080 0.043 0.233 -0.204
N -2.829 -6.023 5.678 0.013 -0.018 0.027
H -4.085 -1.089 3.199 0.000 -0.004 -0.015
H -0.408 -4.261 3.962 -0.004 0.021 -0.007
C 0.538 -2.453 -3.884 -0.009 0.021 0.025
C 1.596 -1.558 -3.886 0.026 0.062 0.049
C 1.717 -0.610 -2.873 -0.027 0.014 -0.088
C 0.778 -0.549 -1.848 -0.061 -0.116 0.114
C -0.273 -1.469 -1.844 -0.073 -0.070 0.058
C -0.400 -2.406 -2.858 0.035 0.036 0.006
P 0.842 0.609 -0.422 0.302 0.562 -0.418
C 2.416 1.496 -0.739 -0.010 -0.053 -0.039
C 2.499 2.717 -1.397 0.054 -0.012 -0.086
C 3.730 3.342 -1.574 -0.062 -0.032 -0.002
C 4.889 2.743 -1.106 0.002 -0.034 0.031
C 4.814 1.518 -0.451 -0.038 0.025 -0.018
C 3.586 0.907 -0.257 0.002 0.014 0.024
C -0.415 1.857 -0.929 -0.032 -0.021 0.045
C -1.071 1.855 -2.157 0.036 0.031 -0.062
C -2.045 2.806 -2.442 0.034 -0.011 0.026
C -2.371 3.772 -1.501 0.025 -0.027 0.034
C -1.716 3.783 -0.275 0.016 -0.039 -0.050
C -0.750 2.830 0.015 -0.007 0.041 0.070
H 0.449 -3.192 -4.672 -0.005 0.002 0.005
H 2.336 -1.594 -4.677 0.006 0.004 0.003
H 2.543 0.090 -2.884 0.014 -0.010 -0.009
H -0.986 -1.448 -1.023 0.021 -0.009 -0.012
H -1.220 -3.113 -2.839 -0.014 0.002 0.018
H 1.597 3.191 -1.762 0.007 0.020 0.008
H 3.780 4.305 -2.071 -0.015 -0.012 0.005
H 5.846 3.237 -1.230 -0.020 -0.019 -0.007
H 5.711 1.059 -0.054 -0.012 -0.006 -0.003
H 3.519 -0.016 0.307 0.001 0.027 0.017
H -0.823 1.110 -2.903 -0.017 -0.009 0.020
H -2.553 2.786 -3.400 0.006 -0.008 0.005
H -3.142 4.504 -1.717 0.029 -0.004 0.006
H -1.970 4.525 0.473 0.001 -0.006 0.001
H -0.247 2.821 0.984 -0.021 -0.017 -0.054
Se 1.657 1.688 2.870 0.375 0.538 0.073
```
Positions in Å, forces in eV/Å.

Its energy is -164153.726 eV. The net charge is -2. Its expectation value of S² is 3.785. For the orbital gap (alpha / beta), the calculation gives 4.839 / 4.865 eV. The value obtained for the HOMO energy (alpha / beta) is -0.0192 / -0.0203 Ha. The spin multiplicity is 4. As for the strongest force on any atom: 1.003 eV/Å.

Atom charges from the Löwdin analysis, given in e for atoms 1 to 2: atom 1 (Co): -0.55, atom 2 (S): 0.55

This record from the OMol25 dataset describes a cluster of 2 separate species, C16H11BF11NO6 in total. The level of theory is the ωB97M-V functional and the def2-TZVPD basis.

The geometry in XYZ format:
```
46
Properties=species:S:1:pos:R:3:forces:R:3
C -2.186 -1.644 0.678 3.325 -2.130 -0.335
C -0.931 -2.445 0.434 -2.491 2.037 1.361
C 0.188 -2.466 1.668 0.415 -0.790 0.934
N 0.036 -3.646 2.645 3.719 2.957 0.994
C 0.953 -3.840 3.834 1.082 3.089 -1.415
C 2.139 -2.754 4.160 -2.885 -0.164 -3.407
C 2.354 -1.452 3.131 -2.086 -3.145 -0.179
C 3.561 -0.411 3.532 1.265 6.759 1.041
O 3.405 0.938 3.611 0.196 -9.163 -0.748
O 4.934 -0.896 3.894 -4.170 1.290 0.516
C 1.360 -1.304 1.817 0.073 -2.479 2.770
C 1.557 -0.049 0.735 0.054 -0.675 1.131
C 1.860 -0.676 -0.750 -0.553 -0.014 0.528
C 2.597 0.400 -1.791 2.521 -1.404 0.929
F 3.817 -0.342 -2.289 -3.420 2.338 1.194
F 3.142 1.602 -1.087 -1.983 -3.449 -2.389
C 1.710 0.738 -3.125 1.294 -1.903 -1.785
F 2.637 1.299 -4.138 -3.452 -1.367 3.256
F 1.269 -0.597 -3.680 1.328 4.059 1.856
C 0.343 1.596 -2.872 -2.872 0.070 -1.767
F -0.446 1.514 -4.159 2.804 0.292 4.263
F -0.558 1.064 -1.821 3.408 1.392 -3.150
C 0.546 3.192 -2.573 -2.328 4.046 0.407
F 0.901 3.500 -1.137 -0.735 -1.352 -5.252
F -0.818 3.818 -2.754 5.016 -2.338 0.664
F 1.430 3.905 -3.534 -2.801 -2.904 3.756
H -2.707 -1.016 -0.184 0.528 -2.123 1.622
H -2.619 -1.677 1.774 1.274 0.992 -2.227
H -0.770 -3.067 -0.572 0.256 2.116 2.232
H -0.725 -4.369 2.473 1.310 1.462 0.116
H 0.758 -4.807 4.499 0.472 2.446 -1.628
H 2.797 -2.944 5.112 -1.388 0.534 -2.214
H 5.214 -0.257 4.640 -0.594 -1.002 -1.864
H 2.472 0.574 1.159 -2.044 -1.290 -0.977
H 0.570 0.588 0.794 2.040 -1.223 -0.290
H 0.826 -1.016 -1.195 2.180 0.759 0.671
H 2.516 -1.653 -0.579 -1.086 2.413 -0.822
B -4.690 3.192 -1.669 0.273 3.124 -0.793
O -3.988 2.001 -2.161 -0.444 -1.481 0.630
C -4.549 0.938 -1.569 3.221 -0.883 -2.848
O -4.199 -0.215 -1.759 -0.080 0.699 0.452
C -5.604 1.369 -0.693 -3.643 1.346 2.928
O -6.310 0.648 -0.008 0.997 0.533 -0.794
O -5.709 2.705 -0.734 0.180 -1.431 0.037
F -5.320 3.894 -2.776 0.896 -0.918 1.454
F -3.759 4.073 -0.982 -1.075 -1.123 -0.860
```
Positions in Å, forces in eV/Å.

Its energy is -61101.522 eV. For the orbital gap, the calculation gives 4.989 eV. The value obtained for the HOMO energy is -0.3335 Ha. As for the strongest force on any atom: 9.196 eV/Å.

Atom charges from the Löwdin analysis, given in e for atoms 1 to 2: atom 1 (C): 0.08, atom 2 (C): -0.12